(1)
Computed, not measured: a molecular structure, C19H29AuN7O2, with ωB97M-V/def2-TZVPD.

LUMO, eV: -12.477

The geometry in ORCA input format:
```
! wB97M-V def2-TZVPD RIJCOSX def2/J DEFGRID3
* xyz 3 1
Au -0.4400 2.6833 0.2005
C 4.5729 -1.7367 -1.7730
C 3.7709 -1.9667 -0.4761
C 3.0974 -3.3379 -0.5307
C 4.7181 -1.9074 0.7387
C 2.7682 -0.8479 -0.3295
C 3.1922 0.4928 -0.3226
C 2.2879 1.5122 -0.1882
N 0.9735 1.2414 -0.0499
C 0.5062 -0.0314 -0.0694
C 1.3915 -1.0738 -0.1984
C -0.9457 -0.1383 -0.0018
C -1.6822 -1.2875 -0.0839
C -3.0889 -1.2503 -0.1289
C -3.6871 0.0174 -0.1018
C -2.9133 1.1485 -0.0026
N -1.5703 1.0666 0.0642
C -3.8768 -2.5341 -0.2335
C -5.3839 -2.2803 -0.2330
C -3.5057 -3.4327 0.9616
C -3.4752 -3.2274 -1.5530
H 5.2738 -2.5607 -1.8999
H 5.1587 -0.8173 -1.7444
H 3.9232 -1.7122 -2.6494
H 3.8643 -4.1022 -0.6425
H 2.4255 -3.4324 -1.3876
H 2.5527 -3.5666 0.3888
H 5.4602 -2.6988 0.6391
H 4.1792 -2.0666 1.6745
H 5.2561 -0.9603 0.7982
H 4.2373 0.7490 -0.4280
H 2.5915 2.5478 -0.1865
H 1.0060 -2.0829 -0.2118
H -1.1696 -2.2374 -0.1425
H -4.7600 0.1318 -0.1538
H -3.3580 2.1366 0.0247
H -5.7183 -1.7897 0.6837
H -5.9008 -3.2365 -0.2915
H -5.7038 -1.6920 -1.0955
H -3.7670 -2.9626 1.9113
H -2.4460 -3.6939 0.9771
H -4.0653 -4.3642 0.8848
H -3.6851 -2.5967 -2.4184
H -4.0583 -4.1418 -1.6567
H -2.4211 -3.5105 -1.5710
N -1.3466 3.9431 1.8682
N -0.4014 4.9649 2.0951
C 0.5835 5.2399 1.1945
N 1.3296 6.2958 1.3633
N 0.6756 4.3545 0.1731
N 1.3384 4.6550 -1.0540
O 2.0597 5.6096 -1.0959
O 1.1017 3.8498 -1.9161
H -2.2985 4.3134 1.8362
H -1.2863 3.2909 2.6515
H -0.5575 5.5646 2.8955
H 1.1446 6.9713 2.0939
H 2.0721 6.4977 0.7036
*
```

(2)
Computed, not measured: a molecular structure, C19H29BeN3O2P at a distorted geometry, with ωB97M-V/def2-TZVPD.

LUMO, eV: -2.444
ΔE to the lowest compared entry with this formula, charge and spin, eV: 0.000

The geometry in ORCA input format:
```
! wB97M-V def2-TZVPD RIJCOSX def2/J DEFGRID3
* xyz 1 1
Be 0.3029 0.7114 -0.0763
N -3.6606 4.9080 1.1225
C -2.7453 3.9668 0.8121
C -1.4739 3.9367 1.4454
C -0.5397 3.0406 1.0601
N -0.8555 2.0152 0.2017
C -2.0518 2.0658 -0.3528
C -3.0748 2.9507 -0.1166
H -3.4980 5.5314 1.8718
H -4.6166 4.8621 0.7792
H -1.2583 4.7083 2.1556
H 0.4998 3.0676 1.4299
H -2.2861 1.2622 -1.0118
H -4.0515 2.9513 -0.5958
C 0.0629 0.1955 3.3163
C 0.9467 -0.5079 2.3347
C 0.4713 -1.9820 2.0464
C 2.4072 -0.5664 2.8066
O 1.0404 0.2445 1.1493
H -0.0787 -0.3951 4.1922
H -0.8985 0.2275 2.8054
H 0.4314 1.1848 3.4384
H 0.8693 -2.6936 2.7731
H 1.0085 -2.2675 1.1148
H -0.5751 -2.1594 1.8967
H 2.5599 -1.0624 3.7358
H 2.8306 0.4165 2.8407
H 3.0616 -1.1593 2.0577
C 3.5547 -0.6602 -1.2717
P 2.7311 0.9064 -1.4777
C 3.5139 1.9221 -0.2087
C 3.3469 1.5280 -3.0594
O 1.2267 0.8642 -1.3905
H 4.6263 -0.4762 -1.0099
H 3.5483 -1.3086 -2.1215
H 3.0262 -1.1549 -0.4069
H 4.5414 2.1422 -0.4531
H 3.4329 1.4440 0.8140
H 2.8863 2.8067 -0.1407
H 4.4236 1.4996 -3.1625
H 2.8995 2.4443 -3.2387
H 2.8275 0.8456 -3.7649
N -0.8238 -0.6018 -0.8355
C -1.2427 -1.6116 -1.2234
C -1.9264 -2.8055 -1.6261
C -1.7368 -3.4154 -2.8598
C -2.3399 -4.5739 -3.2033
C -3.1751 -5.2126 -2.2899
C -3.4265 -4.5577 -1.1070
C -2.8188 -3.3831 -0.7313
H -0.9939 -2.9714 -3.5257
H -2.1180 -5.0362 -4.2122
H -3.7371 -6.1099 -2.5747
H -4.0303 -5.0460 -0.3595
H -3.0440 -2.9312 0.2074
*
```

(3)
Computed, not measured: a gas-phase ion, C19H29ClN3O4S (charge +1) at a distorted geometry, with ωB97M-V/def2-TZVPD.

SMILES: O=C(NCCN1CCOCC1)c1ccc(Cl)c(S(=O)(=O)[NH+]2CCCCCC2)c1
LUMO, eV: -4.281
ΔE to the lowest compared entry with this formula, charge and spin, eV: 19.657

The geometry in ORCA input format:
```
! wB97M-V def2-TZVPD RIJCOSX def2/J DEFGRID3
* xyz 1 1
O 3.2206 -0.1576 2.5280
C 3.1348 -0.9435 1.4804
N 3.1137 -2.3132 1.6612
H 3.1146 -2.9421 0.8537
C 2.9808 -3.0419 2.7999
H 3.1801 -2.1936 3.7836
C 1.5725 -3.2499 3.0349
N 0.5799 -2.4085 2.2421
C 0.2888 -1.2694 3.1319
C -0.5900 -0.1679 2.3200
O -0.6327 -0.4185 1.1158
C -0.9857 -1.8212 0.6152
H -1.8939 -1.7090 0.2043
C -0.6557 -2.7052 1.6575
H -0.4091 -3.7870 1.0193
H -1.3346 -2.8246 2.4002
H -0.2722 -1.7801 -0.4552
H -1.5752 -0.2836 2.7112
H -0.4806 0.8467 2.5167
H 1.2444 -0.5958 3.5143
H -0.1914 -1.5710 4.0457
H 1.0406 -3.5088 4.1807
H 1.1917 -4.2276 2.4521
H 3.5059 -3.7568 3.3707
C 2.8025 -0.7558 0.1258
C 2.1600 0.6363 0.0163
C 2.0197 1.1071 -1.2814
C 2.1651 0.4503 -2.3031
C 3.2565 -0.5967 -2.1280
C 3.5162 -1.0711 -0.9801
H 4.0217 -2.0570 -0.8992
H 3.5541 -1.2116 -3.1882
Cl 1.8517 1.0954 -3.8785
S 0.9003 2.4817 -1.1980
O 0.9963 3.1847 0.0813
O 0.4597 3.2328 -2.2570
N -0.9282 1.4954 -1.0385
H -0.6760 1.1146 0.0012
C -1.8819 2.5977 -0.3869
H -1.3406 3.2261 0.4606
C -2.4388 3.6346 -1.5161
H -1.7218 3.7735 -2.0355
H -2.7057 4.3660 -1.0041
C -3.6107 2.8129 -2.1310
H -4.3172 3.4258 -2.6330
C -3.5041 1.7032 -3.1493
H -2.9085 2.0428 -3.9972
H -4.3660 1.3102 -3.4528
C -2.7611 0.4374 -2.3843
C -1.1628 0.8633 -2.0382
H -0.9570 1.5455 -3.0262
H -0.6000 -0.0016 -2.2408
H -2.8331 -0.3353 -3.1445
H -3.0127 0.3504 -1.4221
H -4.3863 2.6726 -1.3293
H -2.6838 2.2507 0.2751
H 1.9453 1.0477 0.8990
*
```

The records above yield frontier orbital gap values of 6.3 9.0 7.1 eV, respectively.